No. 1
Here is the molecule CHCl2F2P from the Open Molecules 2025 dataset. Energies are from ωB97M-V with the def2-TZVPD basis set.

Computed properties:
energy above the lowest of the compared OMol25 structures with the same formula, charge and spin	0.00	kcal/mol
frontier orbital gap	11.256	eV
SMILES	FP(F)C(Cl)Cl

```
7
CHCl2F2P, DFT ωB97M-V with the def2-TZVPD basis set
F 1.49136 -0.67880 -1.15866
P 1.19605 0.42245 -0.02257
F 1.50946 -0.59669 1.18331
C -0.65417 0.10866 -0.00021
Cl -1.32922 0.82133 -1.47823
Cl -1.31204 0.88193 1.45408
H -0.90143 -0.95888 0.02228
```

---

No. 2
Here is a cluster of 6 separate species, C20H57N5O6 in total from the Open Molecules 2025 dataset. Energies are from ωB97M-V with the def2-TZVPD basis set.

Computed properties:
energy above the lowest of the compared OMol25 structures with the same formula, charge and spin	345.10	kcal/mol
frontier orbital gap	9.038	eV

```
88
C20H57N5O6, DFT ωB97M-V with the def2-TZVPD basis set
C -3.02035 -0.63139 4.63670
C -2.12942 -0.92740 3.45479
C -2.86550 -1.54089 2.24611
O -3.57079 -2.75587 2.62583
C -4.06363 -3.52196 1.59222
N -1.47109 0.30998 3.01089
H -0.41167 0.62159 3.24091
H -1.18243 0.30880 1.95650
H -2.12951 1.06506 2.99085
H -4.01817 0.08380 4.51690
H -2.60063 -0.27428 5.32095
H -3.57652 -1.52204 5.07717
H -1.34947 -1.39358 3.84903
H -1.97764 -1.82035 1.70598
H -3.66401 -0.79542 1.81449
H -4.78305 -4.20354 2.10155
H -3.12802 -4.14843 1.13906
H -4.58430 -3.05909 0.92715
O -0.42976 0.42415 0.53393
H 0.11164 0.62871 -0.23631
C 2.37771 -3.60779 2.10763
C 1.52566 -2.51801 1.27601
C 0.43026 -3.22715 0.52049
O 0.83369 -3.94058 -0.60669
C -0.15992 -4.63330 -1.20412
N 1.03358 -1.41133 2.16220
H 1.68171 -3.83512 3.01418
H 3.34501 -3.19026 2.71076
H 2.83141 -4.60814 1.75932
H 2.11839 -1.95882 0.37724
H -0.36643 -2.59576 0.16774
H -0.10273 -3.97089 1.17165
H -0.92139 -3.93883 -1.64339
H -0.80402 -5.51072 -0.76264
H 0.26631 -4.97734 -2.21101
H 1.83593 -0.94839 2.34639
H 0.51085 -0.69520 1.42402
C -3.45736 4.32995 -0.76330
C -2.43020 3.20674 -0.91974
C -0.95040 3.57752 -1.08691
O -0.94846 4.49062 -2.18943
C 0.35448 4.82621 -2.62629
N -2.77855 2.12710 0.03714
H -4.51032 4.08898 -0.66181
H -3.10828 5.06006 -1.45430
H -3.07734 5.12101 0.04523
H -2.56325 2.61201 -1.83046
H -0.16945 2.69549 -1.15794
H -0.73520 4.29048 -0.28937
H 0.84545 4.10915 -3.11858
H 0.90322 5.18665 -1.80710
H 0.40212 5.67035 -3.36547
H -1.97146 1.56250 0.07384
H -3.52203 1.40715 -0.17231
C -2.16748 0.25295 -3.65555
C -1.61357 -0.91590 -2.85129
C -0.09985 -0.82701 -2.77255
O 0.39614 -1.29552 -4.02565
C 1.76860 -0.95857 -4.13321
N -2.24539 -0.90667 -1.48333
H -2.05145 0.01588 -4.65380
H -1.80935 0.98962 -3.30141
H -3.27088 0.39474 -3.51885
H -1.78659 -1.56960 -3.41986
H 0.34688 -1.21730 -1.99899
H 0.24107 0.24295 -2.72677
H 2.26776 -1.89323 -3.74559
H 1.85353 0.02563 -3.85268
H 2.13190 -0.91753 -5.11999
H -1.82518 -0.32440 -0.96840
H -2.04279 -1.80813 -1.29192
C 2.89193 0.83810 -0.61355
C 3.37017 0.79276 0.69003
C 4.56071 1.85133 0.92417
O 5.68572 1.60690 0.18900
C 6.94898 1.98913 0.63999
N 2.24721 1.19583 1.61488
H 2.34219 -0.08291 -0.81282
H 3.72295 0.80570 -1.33818
H 2.27733 1.74165 -0.79226
H 3.61679 -0.08185 1.13856
H 4.74729 1.71235 1.98928
H 4.19508 2.89017 0.80486
H 7.86091 1.58249 0.24512
H 7.21899 1.97379 1.66362
H 6.86565 3.08512 0.56643
H 1.34742 0.96726 1.45149
H 2.13268 2.20206 1.33150
```

---

No. 3
Here is a cluster of 10 separate species, C28H42N6O8 in total from the Open Molecules 2025 dataset. Energies are from ωB97M-V with the def2-TZVPD basis set.

Computed properties:
frontier orbital gap	10.751	eV
SMILES	O=C1CCCO1.O=C1CCCO1.O=C1CCCO1.O=C1CCCO1.CC#N.CC#N.CC#N.CC#N.CC#N.CC#N

```
84
C28H42N6O8, DFT ωB97M-V with the def2-TZVPD basis set
O 0.34554 -1.24805 -2.30611
C 0.53448 -0.82591 -3.39562
C 1.17648 -1.56388 -4.52826
C 0.87620 -0.65026 -5.79866
C -0.27594 0.12466 -5.31023
O -0.01688 0.28820 -3.87419
H 2.20325 -1.67701 -4.31188
H 0.65878 -2.52218 -4.65002
H 1.76040 -0.02834 -5.97268
H 0.71266 -1.21629 -6.68865
H -0.27568 1.14633 -5.67077
H -1.26212 -0.29374 -5.44837
O 0.65566 -3.89952 3.19110
C -0.06480 -2.98494 3.54930
C -0.44399 -2.45013 4.94618
C -0.81550 -1.00762 4.62529
C -1.43517 -1.13845 3.26788
O -0.60314 -2.16707 2.61583
H -1.31660 -2.95556 5.39053
H 0.31098 -2.69846 5.66685
H -1.44649 -0.46737 5.37972
H 0.12134 -0.40099 4.45627
H -2.50646 -1.42604 3.37381
H -1.52083 -0.32022 2.55118
O -6.48298 -0.40048 -1.32788
C -6.19784 -0.75347 -0.19092
C -6.39021 -0.01956 1.09960
C -6.25598 -1.02901 2.17218
C -5.37501 -2.07170 1.47067
O -5.67742 -1.93722 0.10129
H -5.64542 0.69162 1.15271
H -7.32896 0.49216 0.97347
H -5.67985 -0.59348 3.07544
H -7.23406 -1.44721 2.37876
H -4.34469 -1.79810 1.63949
H -5.69305 -3.16095 1.73159
O -2.78781 0.38711 0.58442
C -2.58128 0.92801 -0.45933
C -2.71915 0.27972 -1.85931
C -2.67874 1.52443 -2.76446
C -1.70471 2.51663 -1.93957
O -1.94428 2.12880 -0.55610
H -1.89204 -0.44631 -1.96290
H -3.69958 -0.20156 -2.00588
H -2.22963 1.46912 -3.74164
H -3.60782 2.00958 -2.90552
H -0.66111 2.31159 -2.19010
H -1.96144 3.56232 -2.08786
C 1.73026 -3.68291 0.25460
C 2.48318 -2.64225 0.99324
N 3.07208 -1.89349 1.61681
H 1.38036 -4.38918 0.97169
H 2.29622 -4.26598 -0.43675
H 0.77328 -3.26151 -0.13697
C 2.47576 5.50090 -0.27813
C 3.91738 5.06483 -0.21916
N 4.99897 4.64121 -0.19890
H 2.20318 5.44753 -1.30940
H 2.44061 6.54871 0.03949
H 1.80810 4.82620 0.24598
C 4.27690 -1.47639 5.35823
C 3.54356 -0.19111 5.33841
N 3.02490 0.85605 5.38783
H 3.62580 -2.32585 5.57690
H 4.95091 -1.32379 6.21916
H 4.77967 -1.66054 4.35271
C 2.89663 1.85369 -3.72960
C 1.72836 2.72597 -3.80273
N 0.83070 3.45463 -3.83840
H 2.98698 1.12009 -4.56154
H 2.89394 1.25419 -2.81172
H 3.89176 2.37809 -3.65880
C 4.88268 0.85665 0.79561
C 4.63218 0.07059 -0.33916
N 4.13255 -0.55434 -1.14566
H 3.94662 0.79931 1.42380
H 5.01503 1.90100 0.49262
H 5.76463 0.70991 1.50554
C 0.80383 0.20720 0.75627
C 1.37056 1.33014 -0.05812
N 1.80762 2.10053 -0.76113
H 0.64826 -0.56253 -0.00447
H -0.16407 0.61289 0.99913
H 1.55151 -0.08959 1.51602
```